Entry 1:
{"formula": "H18O9Y", "method": "the ωB97M-V functional and the def2-TZVPD basis", "e_homo_ev": -22.98, "total_charge": 3, "largest_force_ev_per_a": 2.6, "gap_ev": 13.005, "species": ["Y", "O", "H", "H", "O", "H", "H", "O", "H", "H", "O", "H", "H", "O", "H", "H", "O", "H", "H", "O", "H", "H", "O", "H", "H", "O", "H", "H"], "xyz": [[-0.10, 0.06, 0.11], [0.63, -1.50, 1.57], [0.18, -2.33, 1.52], [1.52, -1.82, 1.81], [-1.98, -0.33, 1.46], [-2.95, -0.40, 1.47], [-1.88, -0.83, 2.29], [0.87, 1.68, -1.20], [0.25, 2.28, -1.65], [1.72, 2.08, -1.35], [2.77, 0.47, 0.50], [3.43, -0.14, 0.28], [3.06, 1.20, -0.02], [-1.23, -2.31, -0.47], [-1.07, -2.78, -1.27], [-2.02, -2.70, -0.10], [-1.32, 0.03, -2.01], [-0.68, -0.05, -2.76], [-2.05, 0.53, -2.34], [-1.48, 1.96, 0.00], [-2.44, 1.95, -0.12], [-1.26, 2.88, -0.17], [1.16, -1.27, -1.36], [1.33, -2.24, -1.22], [1.75, -0.93, -2.04], [0.56, 1.31, 2.02], [1.37, 1.55, 2.48], [-0.14, 1.65, 2.57]], "mulliken_charge": [1.894, -0.454, 0.343, 0.300, -0.485, 0.292, 0.310, -0.465, 0.298, 0.248, -0.459, 0.290, 0.265, -0.443, 0.267, 0.286, -0.492, 0.333, 0.297, -0.465, 0.285, 0.307, -0.462, 0.314, 0.300, -0.483, 0.294, 0.285]}

***

Entry 2:
{"formula": "C11H6KN4O5", "method": "the ωB97M-V functional and the def2-TZVPD basis", "e_homo_ev": -5.11, "total_charge": -1, "largest_force_ev_per_a": 0.9, "gap_ev": 6.548, "species": ["K", "N", "C", "O", "C", "C", "N", "C", "N", "H", "H", "O", "C", "O", "C", "C", "C", "C", "C", "C", "N", "O", "O", "H", "H", "H", "H"], "xyz": [[-0.28, 0.57, 0.15], [2.25, -2.44, 0.44], [2.52, -1.17, 0.91], [1.89, -0.21, 0.45], [3.49, -1.07, 1.95], [3.76, 0.19, 2.53], [3.98, 1.22, 3.01], [4.17, -2.20, 2.41], [4.73, -3.17, 2.73], [1.79, -2.48, -0.45], [2.88, -3.19, 0.67], [-2.33, 1.76, -0.68], [-2.90, 0.65, -0.60], [-2.37, -0.46, -0.37], [-4.42, 0.65, -0.79], [-5.14, -0.53, -0.61], [-6.51, -0.56, -0.76], [-7.16, 0.62, -1.10], [-6.47, 1.82, -1.29], [-5.10, 1.82, -1.13], [-8.61, 0.61, -1.26], [-9.20, -0.44, -1.07], [-9.16, 1.65, -1.56], [-4.59, -1.42, -0.34], [-7.09, -1.46, -0.61], [-7.01, 2.71, -1.56], [-4.51, 2.72, -1.26]], "mulliken_charge": [0.966, -0.435, 0.656, -0.870, 0.144, 0.181, -0.617, 0.053, -0.572, 0.245, 0.215, -0.890, 0.981, -0.962, -0.130, -0.439, -0.392, 0.240, -0.401, -0.407, 0.984, -0.622, -0.624, 0.392, 0.454, 0.452, 0.399]}

***

Entry 3:
{"formula": "C39H71FO16", "method": "the ωB97M-V functional and the def2-TZVPD basis", "e_homo_ev": -9.25, "largest_force_ev_per_a": 3.1, "smiles": "O=C1OC[C@@H](F)O1.C[C@H]1COC(=O)O1.C[C@H]1COC(=O)O1.C1CCOC1.C1CCOC1.C1CCOC1.C1CCOC1.C1CCOC1.C1CCOC1.C1CCOC1", "gap_ev": 9.571, "species": ["C", "C", "C", "O", "C", "H", "H", "H", "H", "H", "H", "H", "H", "C", "C", "C", "O", "C", "H", "H", "H", "H", "H", "H", "H", "H", "C", "C", "C", "O", "C", "H", "H", "H", "H", "H", "H", "H", "H", "C", "C", "C", "O", "C", "H", "H", "H", "H", "H", "H", "H", "H", "C", "C", "C", "O", "C", "H", "H", "H", "H", "H", "H", "H", "H", "C", "C", "C", "O", "C", "H", "H", "H", "H", "H", "H", "H", "H", "C", "C", "C", "O", "C", "H", "H", "H", "H", "H", "H", "H", "H", "C", "C", "O", "C", "O", "O", "F", "H", "H", "H", "C", "C", "C", "O", "C", "O", "O", "H", "H", "H", "H", "H", "H", "C", "C", "C", "O", "C", "O", "O", "H", "H", "H", "H", "H", "H"], "xyz": [[-3.88, 2.13, -1.82], [-3.76, 2.28, -0.29], [-2.27, 2.23, -0.09], [-1.91, 1.15, -0.94], [-2.79, 1.14, -2.09], [-3.83, 3.16, -2.23], [-4.93, 1.72, -2.04], [-4.39, 1.68, 0.38], [-4.08, 3.29, -0.05], [-1.99, 2.01, 0.93], [-1.77, 3.11, -0.49], [-3.25, 0.15, -2.16], [-2.16, 1.43, -2.96], [-0.55, -3.89, 0.12], [-1.79, -3.18, -0.45], [-2.82, -4.29, -0.36], [-2.12, -5.45, -0.70], [-0.71, -5.28, -0.50], [-0.59, -3.94, 1.19], [0.44, -3.46, -0.05], [-1.45, -2.87, -1.44], [-1.96, -2.24, 0.15], [-3.63, -4.22, -1.05], [-3.21, -4.37, 0.67], [-0.21, -5.26, -1.47], [-0.28, -6.12, 0.09], [0.22, 3.69, 4.28], [-1.27, 3.43, 4.04], [-1.91, 4.37, 5.06], [-1.02, 4.29, 6.23], [0.32, 4.41, 5.65], [0.69, 4.14, 3.41], [0.71, 2.73, 4.46], [-1.46, 2.40, 4.27], [-1.55, 3.69, 3.06], [-2.91, 4.08, 5.38], [-1.85, 5.41, 4.69], [1.03, 3.93, 6.35], [0.48, 5.47, 5.56], [-0.09, 5.98, -2.19], [-0.80, 6.13, -3.53], [-1.68, 4.85, -3.45], [-0.96, 3.91, -2.65], [0.23, 4.51, -2.19], [-0.75, 6.21, -1.30], [0.80, 6.65, -2.14], [-0.01, 6.04, -4.30], [-1.32, 7.09, -3.61], [-1.94, 4.43, -4.44], [-2.63, 5.12, -2.96], [1.15, 4.27, -2.77], [0.42, 4.19, -1.15], [4.10, -2.19, 6.55], [2.84, -1.33, 6.69], [2.15, -1.56, 5.34], [3.14, -2.06, 4.37], [4.37, -2.22, 5.10], [3.93, -3.26, 6.78], [4.84, -1.66, 7.10], [3.20, -0.30, 6.85], [2.29, -1.72, 7.55], [1.55, -0.74, 4.88], [1.46, -2.36, 5.48], [4.98, -1.46, 4.71], [4.82, -3.16, 4.74], [0.71, -4.06, -5.57], [0.10, -2.69, -5.39], [-0.63, -2.79, -4.02], [0.10, -3.78, -3.32], [0.55, -4.80, -4.19], [1.78, -3.89, -5.89], [0.20, -4.57, -6.35], [-0.56, -2.31, -6.14], [0.93, -1.99, -5.32], [-1.71, -3.16, -4.10], [-0.59, -1.81, -3.49], [-0.15, -5.63, -4.24], [1.49, -5.16, -3.85], [-1.83, -1.71, 3.94], [-3.24, -1.15, 3.80], [-3.06, 0.05, 2.87], [-1.71, -0.11, 2.24], [-0.86, -0.68, 3.32], [-1.78, -2.63, 3.44], [-1.55, -1.80, 4.99], [-3.84, -0.95, 4.71], [-3.82, -1.91, 3.23], [-3.06, 1.02, 3.36], [-3.79, -0.01, 2.06], [-0.72, 0.13, 4.07], [0.10, -0.98, 2.90], [-0.31, 2.30, -6.23], [-0.99, 1.05, -5.72], [-0.81, 0.17, -6.76], [-0.47, 0.79, -7.89], [-0.26, 0.19, -8.91], [-0.31, 2.12, -7.67], [-2.38, 1.34, -5.58], [0.69, 2.51, -5.92], [-0.93, 3.19, -6.05], [-0.58, 0.66, -4.81], [1.35, 2.21, 0.93], [1.75, 1.09, 0.00], [0.88, -0.12, -0.07], [0.98, -0.54, -1.45], [1.28, 0.55, -2.17], [1.24, 0.44, -3.35], [1.69, 1.56, -1.34], [2.07, 3.06, 0.94], [1.39, 1.73, 1.94], [0.30, 2.57, 0.68], [2.82, 0.80, 0.09], [-0.17, 0.09, 0.14], [1.30, -0.88, 0.59], [2.98, -3.50, -1.26], [3.17, -2.78, 0.12], [4.07, -3.55, 1.07], [5.05, -2.64, 1.54], [4.86, -1.42, 0.91], [5.53, -0.45, 0.98], [3.82, -1.54, -0.04], [2.43, -4.48, -1.32], [3.91, -3.85, -1.65], [2.52, -2.79, -1.95], [2.19, -2.46, 0.46], [4.57, -4.38, 0.65], [3.60, -3.97, 1.88]], "mulliken_charge": [-0.318, -0.928, 0.536, 0.291, -0.096, -0.023, 0.378, 0.221, 0.423, -0.345, -0.170, 0.518, -0.451, 0.552, 1.263, -0.546, -0.477, 0.082, 0.439, -0.910, -0.732, -0.229, 0.351, 0.251, -0.267, 0.325, -0.158, 0.471, -0.613, -0.435, -0.515, 0.319, -0.116, -0.494, 0.258, 0.341, 0.320, 0.303, 0.289, -0.711, -0.601, -0.467, -0.103, 0.118, 0.261, 0.369, 0.259, 0.373, 0.185, 0.252, 0.225, -0.170, -0.618, -0.530, 0.119, -0.304, -0.535, 0.290, 0.318, 0.342, 0.313, -0.174, 0.167, 0.381, 0.231, -0.849, -0.344, 0.244, -0.109, -0.534, 0.256, 0.344, 0.458, 0.115, 0.222, -0.497, 0.300, 0.373, -0.718, -0.859, -0.493, 0.496, -0.175, 0.356, 0.397, 0.345, 0.236, 0.322, 0.263, -0.074, -0.049, -0.172, 1.460, -0.309, 0.499, -0.554, -0.383, -0.374, 0.283, 0.060, -0.496, -0.905, 0.402, 0.972, 0.215, 0.339, -0.582, -0.418, 0.505, 0.238, -0.102, 0.160, -0.234, -0.634, -1.677, 2.128, -0.590, -0.382, 0.592, -0.536, -0.352, 0.320, 0.628, 0.073, -1.105, 0.398, 0.412]}

***

Entry 4:
{"formula": "C2H4N2O4", "method": "the ωB97M-V functional and the def2-TZVPD basis", "e_homo_ev": -9.55, "largest_force_ev_per_a": 6.3, "gap_ev": 9.267, "species": ["C", "C", "N", "N", "O", "O", "O", "O", "H", "H", "H", "H"], "xyz": [[1.69, -0.23, -0.59], [-1.73, 0.73, -0.71], [0.62, -0.08, 0.21], [-0.49, -0.58, -0.25], [2.72, 0.41, -0.69], [-2.71, 0.51, -0.15], [0.63, 1.00, 1.37], [-1.22, -1.46, 0.53], [1.56, -1.12, -1.15], [-1.19, 1.22, -1.45], [1.53, 1.20, 1.47], [-1.95, -0.89, 0.88]], "mulliken_charge": [0.084, 0.273, 0.367, -0.422, -0.548, -0.388, -0.466, -0.373, 0.403, 0.386, 0.330, 0.354]}

***

Entry 5:
{"formula": "C2H9N2", "method": "the ωB97M-V functional and the def2-TZVPD basis", "e_homo_ev": -14.85, "total_charge": 1, "largest_force_ev_per_a": 2.0, "gap_ev": 11.563, "species": ["N", "H", "H", "H", "H", "C", "C", "N", "H", "H", "H", "H", "H"], "xyz": [[-1.25, 1.74, 0.74], [-0.98, 2.62, 0.33], [-0.66, 0.84, -0.17], [-1.01, 1.49, 1.68], [-2.27, 1.71, 0.67], [1.22, -2.02, -0.28], [0.61, -0.95, 0.15], [0.10, 0.09, -0.77], [1.52, -2.17, -1.32], [1.61, -2.77, 0.40], [0.39, -0.84, 1.20], [-0.19, -0.41, -1.61], [0.91, 0.66, -1.02]], "mulliken_charge": [-0.828, 0.325, 0.487, 0.302, 0.308, -0.712, 0.047, -0.405, 0.262, 0.260, 0.221, 0.362, 0.369]}

***

Entry 6:
{"formula": "C10H21N5O4", "method": "the ωB97M-V functional and the def2-TZVPD basis", "e_homo_ev": -7.93, "largest_force_ev_per_a": 5.4, "smiles": "[H]/N=C(/N)NCCC[C@H](N)C(=O)N[C@H](C(=O)O)[C@@H](C)O", "gap_ev": 8.324, "species": ["C", "C", "C", "C", "C", "C", "C", "C", "C", "C", "H", "H", "H", "H", "H", "H", "H", "H", "H", "H", "H", "H", "H", "H", "H", "H", "H", "H", "H", "H", "H", "N", "N", "N", "N", "N", "O", "O", "O", "O"], "xyz": [[0.40, -0.90, 0.09], [-0.13, -0.11, 1.34], [0.95, -2.31, 0.36], [0.53, -3.24, -0.82], [1.14, -3.00, -2.16], [-0.83, -2.24, -3.31], [-0.77, 2.32, 1.83], [-1.66, 3.31, 1.07], [0.57, 2.97, 2.45], [0.20, 3.64, 3.70], [2.08, 0.24, 0.09], [1.73, -0.34, -1.35], [-0.52, -1.00, -0.63], [0.63, -2.76, 1.38], [2.11, -2.37, 0.44], [0.98, -4.22, -0.56], [-0.56, -3.39, -0.99], [0.88, -3.92, -2.77], [2.23, -2.80, -2.02], [0.83, -1.17, -3.34], [-1.06, -4.00, -4.21], [-2.49, -1.16, -3.86], [-1.28, -0.46, -2.98], [0.07, 1.34, 0.06], [-1.49, 1.81, 2.44], [0.95, 3.74, 1.76], [2.27, 2.15, 3.05], [-0.68, 3.26, 4.26], [-0.21, 4.68, 3.54], [1.21, 3.51, 4.14], [-3.18, 3.22, 0.02], [1.36, 0.12, -0.53], [0.42, -2.00, -2.89], [-1.43, -3.49, -3.39], [-1.51, -1.10, -3.69], [-0.34, 1.23, 0.99], [-0.54, -0.61, 2.40], [-1.61, 4.50, 0.83], [1.46, 1.95, 2.60], [-2.72, 2.60, 0.64]], "mulliken_charge": [1.009, -0.258, -0.879, -0.795, -0.848, 0.386, -0.241, 0.324, 0.406, -1.216, 0.165, 0.285, -0.023, 0.315, 0.249, 0.329, 0.516, 0.436, 0.376, 0.311, 0.216, 0.320, 0.269, 0.356, 0.414, 0.297, 0.361, 0.309, 0.321, 0.296, 0.346, -0.722, -0.135, -0.823, -0.503, 0.029, -0.695, -0.593, -0.478, -0.433]}

***

Entry 7:
{"formula": "C13H28IN3O3S", "method": "the ωB97M-V functional and the def2-TZVPD basis", "e_homo_ev": -4.83, "largest_force_ev_per_a": 4.0, "gap_ev": 2.444, "species": ["C", "C", "C", "O", "C", "N", "C", "N", "C", "C", "C", "C", "I", "C", "S", "O", "C", "C", "C", "N", "H", "H", "H", "H", "H", "H", "H", "H", "H", "H", "H", "H", "H", "H", "H", "H", "H", "H", "H", "H", "H", "H", "H", "H", "H", "H", "H", "O", "H"], "xyz": [[4.66, -1.07, -1.20], [4.82, 0.55, -1.05], [3.62, 1.42, -1.76], [3.26, 0.98, -3.12], [2.03, 0.17, -3.14], [0.78, 0.97, -2.71], [-0.25, 0.28, -2.14], [-0.30, -1.22, -1.82], [-0.99, -1.19, -0.46], [-0.39, -2.09, 0.77], [1.12, -1.67, 1.27], [1.31, -2.16, 2.86], [0.01, -1.07, 4.25], [-1.56, 0.32, -0.18], [-0.46, 1.61, 0.63], [-2.87, 0.19, 0.49], [-3.72, 1.37, 0.29], [-4.44, 1.86, 1.71], [-3.44, 1.58, 3.02], [-1.58, 0.82, -1.64], [3.78, -1.52, -0.52], [4.47, -1.43, -2.30], [5.66, -1.55, -0.77], [5.84, 0.90, -1.52], [4.75, 0.80, 0.12], [2.73, 1.47, -1.00], [4.03, 2.53, -1.87], [2.12, -0.73, -2.37], [1.83, -0.35, -4.19], [0.69, 2.01, -2.80], [-0.95, -1.79, -2.42], [-1.98, -1.80, -0.73], [-0.30, -3.21, 0.35], [-1.19, -2.16, 1.64], [1.95, -2.29, 0.67], [1.39, -0.55, 1.14], [2.44, -1.99, 3.19], [1.11, -3.33, 2.85], [-0.52, 2.85, -0.06], [-3.16, 2.32, -0.12], [-4.60, 1.12, -0.47], [-4.65, 3.01, 1.66], [-5.47, 1.28, 1.81], [-2.50, 2.28, 3.02], [-4.08, 1.80, 3.99], [-3.11, 0.44, 3.09], [-2.35, 0.32, -2.14], [-4.98, -0.97, 2.27], [-4.56, -1.09, 1.43]], "mulliken_charge": [-0.559, -0.317, -0.178, -0.341, -0.400, 0.047, 0.148, -0.336, -0.356, -0.778, -0.068, -1.057, 0.066, 0.592, -0.244, -0.201, -0.476, -0.509, -0.769, -0.506, -0.094, 0.233, 0.325, 0.296, 0.261, 0.045, 0.291, 0.297, 0.270, 0.365, 0.369, 0.324, 0.319, 0.426, 0.062, 0.152, 0.417, 0.364, 0.157, 0.316, 0.159, 0.370, 0.365, 0.196, 0.330, 0.156, 0.333, -0.983, 0.126]}